{"formula": "H16NO6", "method": "wB97M-V/def2-TZVPD", "species": ["N", "H", "H", "H", "H", "O", "H", "H", "O", "H", "H", "O", "H", "H", "O", "H", "H", "O", "H", "H", "O", "H", "H"], "positions_angstrom": [[-0.65857, -1.07087, -0.58343], [-0.20357, -0.29987, -0.99743], [-1.63857, -1.06187, -0.84143], [-0.45857, -0.99187, 0.41157], [-0.13657, -1.83787, -0.78143], [0.92543, -1.11787, 2.39657], [0.84943, -1.40087, 3.30457], [1.59043, -0.48087, 2.26157], [2.52543, -1.35887, -0.81143], [3.46043, -1.51987, -1.07943], [2.62943, -0.89387, -0.02143], [0.11043, 1.88813, 0.29057], [0.25943, 1.94213, 1.25057], [0.92243, 2.05013, -0.23043], [-2.75957, 0.00613, 1.17257], [-3.66757, 0.31513, 1.20857], [-2.42757, -0.02987, 2.07357], [-2.55357, 2.05413, -0.57043], [-1.59757, 2.14013, -0.48643], [-2.65157, 1.42313, 0.13857], [1.67743, -0.00287, -3.08743], [1.79943, 0.83213, -2.60643], [2.00343, -0.58387, -2.41143]], "forces_ev_per_a": [[-0.9241, 1.8953, 1.7893], [0.5983, 1.4810, -0.9602], [-0.3056, -0.2783, 0.2634], [-0.8360, 0.4506, 0.6559], [1.5212, -3.4797, -1.7335], [-1.8279, -1.0999, -1.1439], [0.3842, 0.1564, 0.4108], [1.3168, 1.0500, 0.5627], [0.8572, -1.2439, -1.9376], [-0.9331, -0.1262, 0.0564], [0.1799, 1.1497, 2.1529], [0.4925, -0.5837, -0.2758], [0.3480, 0.2795, -0.6928], [-0.4638, 0.2330, 0.9832], [0.3699, -0.4893, -0.0201], [-0.3495, -0.1327, 0.2892], [-0.2551, 0.0672, 0.2107], [0.3876, 0.0363, -0.3734], [0.1134, 0.6663, -0.3945], [-0.4772, -0.2303, 0.2848], [-0.4861, 1.0960, 0.3056], [-0.0786, 0.1274, -0.7934], [0.3681, -1.0247, 0.3603]], "nbo_charge": [-0.83, 0.45, 0.47, 0.46, 0.44, -0.98, 0.51, 0.48, -0.96, 0.51, 0.47, -0.98, 0.50, 0.49, -0.98, 0.51, 0.49, -0.96, 0.47, 0.46, -0.93, 0.45, 0.47], "e_lumo_ha": -0.1393, "total_charge": 1, "gap_ev": 10.022}


{"formula": "H16O7S", "method": "wB97M-V/def2-TZVPD", "species": ["O", "H", "H", "O", "H", "H", "O", "H", "H", "O", "H", "H", "O", "H", "H", "O", "H", "H", "O", "H", "H", "S", "H", "H"], "positions_angstrom": [[2.69590, 1.50869, 1.96741], [3.25565, 0.82380, 1.57589], [1.93202, 1.52252, 1.36867], [1.02484, -0.77104, 4.76346], [1.86581, -1.00599, 4.35437], [1.33193, -0.32379, 5.56311], [-0.52306, 0.31783, -3.82802], [-1.18945, 0.83466, -4.29375], [-0.91131, 0.27138, -2.94172], [2.53002, 0.73503, -2.75418], [2.28191, -0.11492, -2.36132], [3.37282, 0.47117, -3.14134], [-0.86868, 4.90352, 3.35941], [-1.22718, 4.01678, 3.29752], [-0.26627, 4.95104, 4.11107], [0.56705, -1.17660, 0.33906], [-0.02037, -0.41101, 0.30211], [0.42296, -1.55405, 1.21167], [0.51284, 1.74526, -0.79742], [1.03705, 1.28848, -1.46926], [0.27445, 2.59051, -1.19265], [-3.33811, -3.93197, -1.79668], [-2.79668, -3.86664, -0.57443], [-2.18388, -3.73362, -2.44612]], "forces_ev_per_a": [[-0.1087, -0.3413, -0.3610], [-0.0808, 0.2085, 0.1376], [0.1442, 0.1284, 0.1251], [0.4541, 0.0302, 0.2628], [-0.1458, -0.0301, -0.2516], [-0.3327, 0.0155, -0.0481], [-0.4733, 0.1265, 0.3992], [0.1389, -0.0126, -0.2616], [0.2764, -0.1312, -0.0810], [0.2712, -0.8201, 0.2152], [-0.3315, 0.1164, 0.0005], [0.0986, 0.5135, -0.1784], [0.0271, 0.4830, -0.1167], [0.1772, -0.1523, 0.2602], [-0.1991, -0.3382, -0.1553], [-0.0707, 0.0849, -0.0757], [0.1246, 0.0561, -0.0186], [0.0082, 0.0025, 0.0407], [-0.1915, -0.2551, 0.1443], [0.1099, 0.3792, -0.0453], [0.0904, -0.0821, 0.0090], [-0.1915, -0.0190, -0.0796], [0.1477, 0.0256, -0.0809], [0.0572, 0.0118, 0.1591]], "nbo_charge": [-0.95, 0.46, 0.48, -0.93, 0.47, 0.47, -0.93, 0.47, 0.47, -0.94, 0.47, 0.48, -0.95, 0.47, 0.47, -0.96, 0.48, 0.47, -0.98, 0.49, 0.48, -0.29, 0.14, 0.15], "e_lumo_ha": 0.0089, "gap_ev": 10.024, "smiles": "O.O.O.O.O.O.O.S"}


{"formula": "H16O8", "method": "wB97M-V/def2-TZVPD", "species": ["O", "H", "H", "O", "H", "H", "O", "H", "H", "O", "H", "H", "O", "H", "H", "O", "H", "H", "O", "H", "H", "O", "H", "H"], "positions_angstrom": [[7.64100, 20.95166, -9.23023], [7.47387, 21.88992, -9.14105], [6.87136, 20.61321, -9.68775], [6.45738, 24.22885, -7.25884], [5.58895, 24.16835, -7.65683], [7.06449, 24.15535, -7.99522], [9.96901, 19.21014, -8.83063], [10.72022, 19.08582, -9.41067], [9.43974, 19.87994, -9.26364], [8.55585, 23.57974, -9.11140], [8.89477, 24.47002, -9.20512], [8.84490, 23.12820, -9.90436], [6.65512, 18.38218, -11.05708], [6.08473, 19.08845, -10.75366], [6.14325, 17.58493, -10.92064], [4.42361, 20.43525, -10.14762], [3.86325, 19.89789, -10.70751], [3.82144, 20.84052, -9.52362], [9.28683, 21.28331, -6.43337], [9.05873, 21.03320, -7.32871], [10.19857, 21.56939, -6.48898], [4.84874, 23.30394, -9.41704], [5.01304, 23.11267, -10.34043], [3.95536, 23.64712, -9.39832]], "forces_ev_per_a": [[0.6795, -0.1505, -0.0188], [-0.3210, 0.3439, 0.3186], [-0.4418, -0.1765, -0.0421], [0.1026, 0.4970, 0.8251], [-0.0773, -0.2246, -0.3447], [-0.0268, -0.3035, -0.2207], [0.4394, -0.1982, 0.2312], [0.1596, -0.0911, -0.1090], [-0.7192, 0.2766, -0.1959], [0.1840, 0.0866, 0.0820], [0.0759, 0.3439, 0.0262], [0.0678, -0.2631, -0.3500], [0.5233, -0.1717, -0.2929], [-0.4983, 0.3189, 0.1367], [-0.1653, -0.1583, 0.0956], [1.1095, -0.2936, -0.2361], [-0.4751, -0.2832, -0.4480], [-0.3480, 0.5106, 0.5120], [0.0250, 0.1379, 0.4752], [-0.2543, -0.1992, -0.3076], [0.1556, 0.0159, -0.0486], [0.4572, 0.1921, 0.6260], [-0.0084, -0.2857, -0.5929], [-0.6435, 0.0758, -0.1214]], "nbo_charge": [-1.01, 0.49, 0.49, -0.98, 0.48, 0.47, -0.96, 0.45, 0.49, -1.00, 0.47, 0.47, -0.98, 0.48, 0.46, -1.31, 0.38, 0.44, -0.94, 0.49, 0.45, -1.18, 0.44, 0.40], "multiplicity": 2, "e_lumo_ha": [0.1044, 0.1021], "total_charge": -1, "gap_ev": [2.616, 10.324]}


{"formula": "H16O8", "method": "wB97M-V/def2-TZVPD", "species": ["O", "H", "H", "O", "H", "H", "O", "H", "H", "O", "H", "H", "O", "H", "H", "O", "H", "H", "O", "H", "H", "O", "H", "H"], "positions_angstrom": [[2.18410, 1.50977, 1.25595], [1.81473, 2.26544, 1.71284], [1.47432, 0.86771, 1.24130], [0.00622, -0.08135, 0.85310], [0.18505, -0.81778, 0.26836], [-0.57606, 0.48831, 0.35043], [-2.44459, 0.89108, -0.09269], [-2.54437, -0.05922, -0.03608], [-2.50863, 1.19350, 0.81322], [0.77321, 2.98786, -1.13925], [0.84343, 3.01675, -0.18506], [1.67451, 3.07698, -1.44902], [-0.67772, -4.20211, -0.00268], [-1.56853, -4.07108, 0.32216], [-0.49811, -3.42439, -0.53099], [0.14976, -1.50499, -1.52154], [0.82693, -2.16547, -1.66794], [-0.24611, -1.37214, -2.38287], [2.95015, -1.37003, -1.78390], [2.57428, -2.18167, -2.12478], [2.19926, -0.78773, -1.66853], [-2.27457, 1.53112, 2.60822], [-2.89990, 2.25582, 2.60545], [-1.41735, 1.95361, 2.55439]], "forces_ev_per_a": [[0.9564, 0.8774, 0.1084], [0.0307, 0.1349, 0.2805], [-0.8434, -0.8409, -0.2868], [0.3976, 0.2049, 1.2700], [0.0746, -0.3498, -0.5698], [-0.3861, 0.1929, -0.5548], [-0.0977, 0.3585, -0.8196], [-0.0369, -0.4210, -0.0742], [-0.0493, -0.0682, 0.5983], [-0.4412, 0.3636, -0.3060], [0.1712, -0.2638, 0.1738], [0.2622, -0.1624, -0.0132], [0.1543, -0.6404, 0.3368], [-0.2655, 0.1041, 0.0684], [0.0582, 0.5201, -0.3921], [-0.4548, 0.3902, 1.1764], [0.4041, -0.8381, -0.2758], [-0.5026, 0.1342, -0.9140], [1.0113, 0.2823, 0.2188], [-0.0550, -0.4434, -0.3267], [-0.3373, 0.2970, 0.0234], [-0.2449, -0.1182, 0.1230], [-0.2651, 0.2935, 0.1376], [0.4590, -0.0074, 0.0175]], "nbo_charge": [-0.98, 0.43, 0.50, -1.02, 0.50, 0.49, -1.00, 0.46, 0.48, -0.95, 0.46, 0.47, -1.01, 0.44, 0.47, -1.34, 0.36, 0.37, -1.00, 0.40, 0.48, -0.95, 0.46, 0.47], "multiplicity": 2, "e_lumo_ha": [0.0928, 0.0869], "total_charge": -1, "gap_ev": [2.317, 10.155]}


{"formula": "H16O8", "method": "wB97M-V/def2-TZVPD", "species": ["O", "H", "H", "O", "H", "H", "O", "H", "H", "O", "H", "H", "O", "H", "H", "O", "H", "H", "O", "H", "H", "O", "H", "H"], "positions_angstrom": [[1.71480, 1.02563, -2.16451], [2.21257, 1.58599, -2.75988], [2.03161, 0.14090, -2.34653], [-2.74355, 0.91025, -1.04127], [-2.77216, 1.80709, -0.70795], [-1.90420, 0.56700, -0.73482], [1.20427, 2.00384, 0.31129], [1.41719, 1.99497, -0.62188], [2.01618, 1.74163, 0.74521], [-0.58208, 0.07097, 0.11048], [0.04092, 0.79749, 0.12671], [-0.24642, -0.54751, 0.75936], [-0.32528, 0.10538, 4.09040], [0.32608, 0.41924, 4.71765], [0.18584, -0.34953, 3.42103], [1.39494, -0.89729, 2.01594], [2.01892, -1.61994, 2.08397], [1.90781, -0.11680, 2.22579], [-1.92048, -2.65829, -0.51815], [-2.56997, -2.36242, 0.11972], [-1.21741, -2.01111, -0.46260], [-0.66697, -1.20559, -2.93511], [-0.63034, -0.31844, -2.57751], [-0.89227, -1.08346, -3.85737]], "forces_ev_per_a": [[0.0227, 0.2987, -0.0837], [0.0959, 0.1883, -0.3031], [-0.1088, -0.4384, 0.0390], [-0.8573, 0.3875, -0.7418], [-0.0899, 0.1675, 0.0889], [0.2655, -0.3950, 0.4540], [-0.0925, 0.5936, 0.7190], [0.2156, -0.2227, -0.6135], [0.1906, 0.0395, 0.0423], [-0.3263, -0.9360, -0.2087], [0.5646, 0.5599, 0.2560], [0.1017, -0.1168, 0.2595], [-0.2695, 0.2252, 0.2111], [0.0539, 0.0889, 0.2423], [0.0798, -0.3366, -0.2829], [-0.0657, -0.0072, -0.0261], [0.0898, -0.3830, 0.0064], [0.1279, 0.2896, 0.0143], [0.0036, -0.4907, 0.1400], [-0.2114, 0.1333, 0.1052], [0.0804, 0.2909, -0.3306], [0.4084, -0.2287, -0.0278], [-0.1284, 0.3169, 0.2365], [-0.1505, -0.0247, -0.1963]], "nbo_charge": [-0.96, 0.48, 0.50, -0.97, 0.45, 0.49, -0.95, 0.50, 0.47, -1.00, 0.50, 0.49, -0.95, 0.46, 0.48, -0.95, 0.49, 0.48, -0.94, 0.47, 0.47, -0.94, 0.48, 0.47], "e_lumo_ha": -0.0130, "gap_ev": 9.837, "smiles": "O.O.O.O.O.O.O.O"}


{"formula": "H16O8", "method": "wB97M-V/def2-TZVPD", "species": ["O", "H", "H", "O", "H", "H", "O", "H", "H", "O", "H", "H", "O", "H", "H", "O", "H", "H", "O", "H", "H", "O", "H", "H"], "positions_angstrom": [[2.54767, -2.33600, 1.59750], [2.55267, -3.27700, 1.93450], [1.86667, -2.25800, 0.93350], [2.14167, 2.18900, 0.13750], [2.88967, 1.73200, 0.47550], [1.52467, 1.48100, -0.12150], [-0.34333, -1.93400, 3.06050], [0.03767, -1.93300, 2.15950], [-0.03333, -1.14100, 3.53050], [-1.27633, 0.15200, -2.80350], [-1.89133, 0.41800, -3.42550], [-1.16733, -0.79800, -2.97350], [-2.59633, 1.42500, -0.39650], [-2.22433, 1.90800, -1.15150], [-1.94433, 1.44500, 0.30150], [0.38767, 0.27700, -0.67150], [-0.18133, 0.33600, -1.45850], [0.37867, -0.66900, -0.53750], [-0.63233, 3.48400, -0.26450], [-1.37433, 3.75500, -0.81550], [0.00567, 2.92000, -0.65250], [0.10767, -2.20600, 0.39750], [-0.80533, -1.83700, 0.36650], [0.02967, -3.13300, 0.37750]], "forces_ev_per_a": [[0.8182, -1.5091, 0.9822], [-0.1616, 1.6974, -0.6936], [-0.1168, -0.1031, -0.1074], [-1.0314, 0.5172, -0.4791], [1.0103, -0.4936, 0.4447], [0.2579, 0.0247, 0.0956], [-0.0473, 0.2417, 0.0038], [0.0647, 0.3501, 1.0621], [-0.0176, -0.4963, -0.5038], [1.8907, -1.6583, 1.3707], [-2.0076, 1.0825, -1.9135], [-0.0013, 0.3947, 0.0652], [-0.7863, -0.1931, -0.6617], [0.0179, -0.4122, 0.7342], [0.4548, 0.3582, 0.0358], [-0.5243, -0.0249, -0.5371], [0.0842, 0.6494, 0.1174], [0.6334, -0.3124, 0.3917], [-1.1251, 1.3054, 1.4703], [0.6231, -0.3311, -0.2872], [0.7618, -0.5965, -1.1012], [-1.1161, 1.9494, -0.5156], [0.6733, -0.4709, 0.1657], [-0.3550, -1.9692, -0.1393]], "nbo_charge": [-0.95, 0.47, 0.47, -0.98, 0.47, 0.49, -0.98, 0.48, 0.48, -0.94, 0.49, 0.48, -0.95, 0.46, 0.49, -0.99, 0.50, 0.48, -0.95, 0.47, 0.49, -0.97, 0.52, 0.50], "e_lumo_ha": -0.0131, "gap_ev": 10.251, "smiles": "O.O.O.O.O.O.O.O"}


The calculation returns the following energy above the lowest of the compared OMol25 structures with the same formula, charge and spin values, one per record and in order: 62.8; 41.3; 12.8; 13.7; 53.7; 66.2 kcal/mol.